[1]
Here is C23H30ClN3O3PPdSbTe as an isolated structure in a non-equilibrium geometry from the OMol25 dataset. Energies are from ωB97M-V/def2-TZVPD.

The value obtained for the gap between HOMO and LUMO is 7.17 eV.

```
64
C23H30ClN3O3PPdSbTe (ωB97M-V/def2-TZVPD)
Pd 0.90 -0.51 0.84
C 0.53 -4.01 1.63
C -0.35 -3.07 2.39
C -0.82 -3.37 3.67
C -1.60 -2.43 4.34
C -1.93 -1.25 3.71
C -1.48 -1.05 2.41
N -0.69 -1.93 1.78
Sb -2.13 0.76 1.44
C -3.84 -0.20 0.54
C -5.13 0.25 0.84
C -6.20 -0.40 0.24
C -5.95 -1.46 -0.62
C -4.63 -1.83 -0.86
C -4.30 -2.95 -1.81
N -3.60 -1.21 -0.29
C -1.13 0.79 -0.48
C -1.55 1.86 -1.26
C -1.20 1.87 -2.60
C -0.46 0.82 -3.11
C -0.01 -0.18 -2.26
C 0.78 -1.34 -2.78
N -0.31 -0.16 -0.96
H 1.16 -4.59 2.30
H 1.16 -3.44 0.94
H -0.07 -4.70 1.04
H -0.55 -4.30 4.13
H -1.94 -2.63 5.35
H -2.51 -0.48 4.21
H -5.28 1.08 1.51
H -7.22 -0.09 0.45
H -6.76 -1.99 -1.10
H -5.15 -3.60 -1.99
H -3.48 -3.54 -1.41
H -3.97 -2.54 -2.76
H -2.15 2.64 -0.83
H -1.52 2.69 -3.25
H -0.20 0.78 -4.16
H 0.92 -1.26 -3.86
H 0.26 -2.27 -2.55
H 1.76 -1.37 -2.30
Cl 0.89 1.08 3.31
C 1.78 -0.32 2.64
H 1.60 -1.19 3.27
H 2.84 -0.07 2.63
C 4.00 3.35 -3.37
C 2.78 2.82 -2.66
O 3.04 1.51 -2.12
P 3.20 1.36 -0.53
O 2.08 1.95 0.25
Te 3.43 -0.97 -0.09
O 4.58 2.16 -0.32
C 4.99 2.41 1.04
C 4.45 3.73 1.54
H 3.78 4.32 -3.83
H 4.31 2.66 -4.16
H 4.82 3.47 -2.67
H 1.93 2.70 -3.34
H 2.46 3.49 -1.85
H 6.08 2.41 1.02
H 4.66 1.58 1.68
H 4.76 4.54 0.88
H 4.83 3.93 2.54
H 3.36 3.70 1.57
```



[2]
Here is a 2-piece molecular cluster, C6H3F5O overall in a non-equilibrium geometry from the OMol25 dataset. Energies are from ωB97M-V/def2-TZVPD.

The value obtained for the gap between HOMO and LUMO is 10.22 eV. Its SMILES is Fc1cc(F)c(F)c(F)c1F.O.

```
15
C6H3F5O (ωB97M-V/def2-TZVPD)
F 2.12 0.86 -1.70
C 0.91 0.50 -1.16
C 0.36 1.26 -0.11
C -0.96 1.09 0.39
F -1.37 1.78 1.42
C -1.67 -0.02 -0.10
F -2.85 -0.30 0.53
C -1.16 -0.80 -1.15
F -1.93 -1.80 -1.69
C 0.14 -0.53 -1.67
F 0.69 -1.38 -2.61
H 0.92 2.14 0.23
O 1.23 -1.04 2.63
H 1.53 -0.54 1.84
H 2.06 -1.22 3.14
```



- What is the formula in the first record?
  C23H30ClN3O3PPdSbTe



- Number 1 is which compound?
  C23H30ClN3O3PPdSbTe



- Number 2 is which compound?
  C6H3F5O



- Which formula does entry 1 have?
  C23H30ClN3O3PPdSbTe